1.
116
Properties=species:S:1:pos:R:3:lowdin_charge:R:1 method="wB97M-V/def2-TZVPD" largest_force_ev_per_a=1.02 homo_lumo_gap_ev=4.097 e_above_lowest_kj_mol=174.5 homo_energy_ev=-10.04 charge=+2
Y -0.26 -0.60 -1.66 1.503
C -0.91 1.02 -4.80 -0.167
C -0.75 2.17 -3.85 -0.132
O 0.14 1.91 -2.75 -0.197
C 1.48 2.31 -2.96 -0.153
C 2.23 1.35 -3.87 -0.163
O 1.65 0.08 -3.68 -0.214
C 2.35 -1.01 -4.29 -0.139
C 3.07 -1.79 -3.23 -0.158
O 2.14 -2.04 -2.19 -0.220
C 2.55 -3.04 -1.27 -0.158
C 1.41 -3.23 -0.29 -0.147
O 0.14 -3.18 -0.93 -0.204
C -0.15 -4.28 -1.80 -0.132
C 0.12 -3.93 -3.25 -0.143
O -0.30 -2.60 -3.55 -0.203
C -1.62 -2.48 -4.10 -0.150
C -1.63 -1.22 -4.90 -0.150
O -1.25 -0.14 -4.06 -0.207
H -0.01 0.82 -5.39 0.127
H -1.72 1.28 -5.49 0.151
H -1.71 2.39 -3.40 0.087
H -0.40 3.05 -4.40 0.148
H 1.94 2.33 -1.97 0.112
H 1.52 3.33 -3.37 0.139
H 3.30 1.35 -3.61 0.137
H 2.14 1.64 -4.92 0.136
H 3.05 -0.66 -5.05 0.146
H 1.60 -1.64 -4.76 0.126
H 3.94 -1.25 -2.83 0.133
H 3.43 -2.74 -3.65 0.144
H 3.46 -2.74 -0.73 0.140
H 2.77 -3.96 -1.81 0.134
H 1.39 -2.41 0.44 0.108
H 1.53 -4.17 0.25 0.144
H -1.20 -4.51 -1.65 0.112
H 0.45 -5.15 -1.52 0.145
H -0.40 -4.64 -3.89 0.142
H 1.18 -3.98 -3.48 0.119
H -2.35 -2.45 -3.30 0.097
H -1.84 -3.32 -4.76 0.146
H -2.63 -1.05 -5.31 0.150
H -0.91 -1.29 -5.73 0.141
N -1.33 4.06 3.20 0.006
C 0.11 3.84 3.19 -0.224
C 0.47 3.03 1.94 -0.126
N -0.62 2.03 1.71 0.188
H -1.70 4.15 4.14 0.099
H -1.46 2.49 2.12 0.112
H -1.61 4.88 2.68 0.098
H 0.37 3.27 4.08 0.117
H 0.70 4.76 3.19 0.125
H 1.42 2.52 2.05 0.105
H 0.51 3.66 1.05 0.131
H -0.45 1.14 2.17 0.138
H -0.75 1.81 0.73 0.113
C -3.16 -3.29 -0.40 -0.078
C -4.39 -2.44 -0.68 -0.366
C -4.72 -2.37 -2.18 -0.059
C -4.36 -1.02 -0.13 -0.159
C -5.46 -0.65 0.63 -0.053
C -5.69 0.66 1.03 -0.093
C -4.81 1.62 0.58 -0.071
C -3.69 1.29 -0.17 -0.185
C -2.93 2.42 -0.84 -0.394
C -3.66 2.76 -2.15 -0.064
C -2.82 3.71 -0.01 -0.085
C -3.36 -0.07 -0.47 -0.302
N -2.15 -0.39 -1.07 -0.200
H -3.26 -4.27 -0.90 0.077
H -3.05 -3.48 0.67 0.088
H -2.26 -2.79 -0.74 0.017
H -5.22 -2.94 -0.19 0.123
H -4.68 -3.35 -2.65 0.081
H -4.03 -1.69 -2.68 0.053
H -5.73 -1.97 -2.32 0.088
H -6.19 -1.41 0.88 0.111
H -6.55 0.92 1.63 0.100
H -5.03 2.67 0.78 0.107
H -1.93 2.05 -1.09 0.073
H -4.70 3.02 -1.93 0.095
H -3.68 1.90 -2.82 0.084
H -3.21 3.61 -2.67 0.080
H -3.68 4.36 -0.17 0.086
H -1.93 4.29 -0.28 0.077
H -2.80 3.50 1.07 0.040
C 2.15 -2.11 7.84 -0.028
O 2.08 -1.43 6.57 -0.084
C 2.79 -0.29 6.42 -0.223
C 3.61 0.29 7.38 0.011
C 4.27 1.47 7.09 -0.040
C 4.12 2.09 5.85 -0.059
C 3.32 1.51 4.89 -0.039
C 2.67 0.31 5.17 -0.158
N 1.77 -0.34 4.26 0.152
C 1.73 -0.38 2.96 -0.003
C 2.69 -0.02 2.00 -0.147
C 4.09 0.06 2.28 -0.028
C 4.98 0.31 1.29 -0.054
C 4.51 0.50 -0.03 -0.030
C 3.19 0.39 -0.35 -0.019
C 2.20 0.15 0.65 -0.379
O 0.94 0.06 0.42 -0.183
H 1.80 -1.47 8.64 0.104
H 3.18 -2.43 8.04 0.104
H 1.51 -2.98 7.75 0.100
H 3.73 -0.17 8.35 0.118
H 4.91 1.92 7.84 0.121
H 4.63 3.02 5.64 0.115
H 3.22 1.97 3.92 0.111
H 1.10 -0.91 4.75 0.168
H 0.80 -0.80 2.58 0.149
H 4.44 -0.15 3.28 0.121
H 6.04 0.36 1.51 0.116
H 5.23 0.71 -0.82 0.120
H 2.85 0.48 -1.37 0.082

2.
131
Properties=species:S:1:pos:R:3:lowdin_charge:R:1 method="wB97M-V/def2-TZVPD" largest_force_ev_per_a=0.80 homo_lumo_gap_ev=4.945 e_above_lowest_kj_mol=0.0 homo_energy_ev=-2.51 charge=-2
Rb -0.47 0.05 0.39 0.879
O 2.22 -0.19 -0.40 -0.203
H 2.43 0.74 -0.56 -0.081
H 2.01 -0.59 -1.26 -0.019
O 3.05 1.15 2.84 -0.125
H 2.21 0.71 2.65 -0.032
H 3.08 1.88 2.20 -0.082
O -2.49 1.54 -0.41 -0.198
H -2.03 2.12 0.21 -0.029
H -2.79 0.77 0.11 -0.045
O -2.33 -3.42 0.37 -0.097
H -1.79 -3.04 -0.35 -0.008
H -2.72 -2.62 0.77 0.014
O 0.17 -1.69 2.33 -0.238
O 0.80 -0.66 3.00 -0.295
C 4.31 5.69 -1.21 -0.255
Si 2.58 5.34 -0.52 -0.023
C 1.38 5.87 -1.89 -0.235
C 2.31 6.61 0.86 -0.247
Se 2.34 3.23 0.11 0.274
H 4.45 6.75 -1.44 0.011
H 4.49 5.11 -2.11 0.012
H 5.08 5.40 -0.48 0.012
H 1.50 6.93 -2.13 0.017
H 0.35 5.70 -1.59 0.012
H 1.56 5.29 -2.80 0.002
H 2.59 7.61 0.51 0.015
H 2.92 6.37 1.74 0.012
H 1.27 6.63 1.18 0.007
C 1.85 2.41 -4.04 -0.179
C 1.10 1.12 -4.39 -0.434
As -0.41 0.71 -3.18 1.246
C -1.69 2.11 -3.74 -0.439
C -1.46 3.44 -3.02 -0.175
C -1.10 -0.81 -4.27 -0.429
C -1.87 -0.47 -5.54 -0.174
H 2.80 2.46 -4.57 0.063
H 2.06 2.46 -2.97 0.028
H 1.27 3.29 -4.31 0.044
H 1.76 0.26 -4.30 0.053
H 0.74 1.15 -5.43 0.054
H -2.68 1.72 -3.48 0.058
H -1.65 2.25 -4.83 0.057
H -1.42 3.28 -1.94 0.045
H -2.27 4.14 -3.24 0.068
H -0.52 3.90 -3.32 0.034
H -1.70 -1.43 -3.60 0.039
H -0.20 -1.38 -4.51 0.045
H -2.81 0.03 -5.31 0.055
H -2.11 -1.37 -6.11 0.057
H -1.29 0.19 -6.19 0.056
N 3.06 -7.08 0.52 0.169
C 4.12 -7.94 0.43 -0.193
C 4.28 -9.19 -0.14 -0.028
C 5.53 -9.78 -0.03 -0.107
C 6.58 -9.13 0.62 -0.107
C 6.43 -7.88 1.18 -0.019
C 5.17 -7.27 1.09 -0.230
N 4.74 -6.05 1.55 0.181
C 3.49 -5.96 1.20 -0.267
C 2.62 -4.83 1.49 -0.122
C 3.14 -3.68 2.07 0.047
C 2.32 -2.61 2.35 0.049
N 1.02 -2.70 2.05 -0.031
C 0.46 -3.78 1.50 0.031
C 1.25 -4.86 1.20 0.022
H 2.14 -7.22 0.14 0.149
H 3.46 -9.70 -0.64 0.106
H 5.69 -10.76 -0.46 0.095
H 7.54 -9.62 0.68 0.094
H 7.24 -7.37 1.68 0.109
H 4.20 -3.62 2.28 0.124
H 2.62 -1.65 2.76 0.132
H -0.61 -3.72 1.28 0.118
H 0.77 -5.72 0.75 0.116
C 1.01 4.93 3.71 -0.093
C 0.65 3.70 4.53 -0.307
O -0.64 3.21 4.17 -0.304
P -0.69 2.30 2.78 0.853
O -2.10 1.55 3.04 -0.315
C -2.23 0.47 3.97 -0.281
C -3.00 0.92 5.19 -0.071
O -1.29 3.36 1.68 -0.355
C -2.47 4.12 1.94 -0.288
C -2.50 5.28 0.96 -0.061
H 1.97 5.34 4.05 0.075
H 0.25 5.70 3.81 0.077
H 1.12 4.65 2.66 0.027
H 0.59 3.93 5.60 0.107
H 1.40 2.92 4.38 0.097
H -1.23 0.10 4.24 0.096
H -2.76 -0.32 3.44 0.102
H -2.49 1.74 5.69 0.064
H -3.11 0.09 5.89 0.070
H -4.00 1.25 4.89 0.077
H -2.46 4.47 2.97 0.110
H -3.35 3.48 1.80 0.117
H -1.61 5.90 1.09 0.071
H -3.39 5.89 1.12 0.072
H -2.51 4.90 -0.06 0.070
Br -8.80 -1.55 -2.09 0.653
C -6.90 -1.41 -1.87 -0.672
C -6.09 -1.58 -2.98 -0.142
C -4.72 -1.49 -2.81 -0.059
C -4.18 -1.23 -1.55 -0.010
C -5.01 -1.06 -0.45 -0.104
C -6.39 -1.15 -0.61 -0.072
C -4.45 -0.78 0.95 -0.619
O -5.27 -0.60 1.86 0.017
O -3.18 -0.83 1.05 -0.157
H -6.52 -1.79 -3.95 0.091
H -4.07 -1.63 -3.66 0.093
H -3.11 -1.16 -1.42 0.101
H -7.02 -1.01 0.25 0.107
F 3.28 -3.69 -6.20 0.071
C 2.02 -3.88 -5.75 -0.186
C 1.77 -3.93 -4.44 0.042
N 0.52 -4.16 -3.93 0.012
C 0.29 -4.06 -2.49 -0.024
C 0.45 -2.59 -2.01 -0.664
O 1.44 -1.99 -2.47 -0.031
O -0.42 -2.17 -1.21 -0.151
C -0.58 -4.26 -4.77 -0.481
O -1.71 -4.41 -4.38 0.081
N -0.27 -4.20 -6.12 0.215
C 0.97 -4.02 -6.73 -0.412
O 1.08 -3.99 -7.94 0.074
H 2.56 -3.78 -3.71 0.148
H 1.05 -4.66 -1.98 0.120
H -0.70 -4.44 -2.28 0.122
H -1.07 -4.26 -6.73 0.162

3.
124
Properties=species:S:1:pos:R:3:lowdin_charge:R:1 method="wB97M-V/def2-TZVPD" largest_force_ev_per_a=11.35 homo_lumo_gap_ev=6.341 e_above_lowest_kj_mol=539.6 homo_energy_ev=-4.48 charge=-1
Ba -0.96 0.12 -0.86 1.934
O -1.30 -0.73 1.89 -0.605
S -1.83 -0.77 3.29 0.970
C -3.58 -1.25 3.12 -0.301
C -4.48 -0.20 2.45 -0.223
C -5.62 -0.80 1.61 -0.208
C -5.22 -1.30 0.21 -0.295
S -4.40 -0.11 -0.92 1.058
O -3.08 0.15 -0.18 -0.851
C -5.48 1.26 -0.56 -0.388
C -4.97 2.37 0.07 -0.069
C -5.81 3.46 0.30 -0.051
C -7.14 3.41 -0.09 -0.080
C -7.64 2.28 -0.74 -0.083
C -6.81 1.20 -0.99 -0.086
C -2.07 0.92 3.79 -0.413
C -1.93 1.93 2.85 -0.084
C -2.13 3.25 3.23 -0.058
C -2.45 3.55 4.55 -0.079
C -2.56 2.53 5.49 -0.085
C -2.37 1.21 5.12 -0.095
H -3.92 -1.52 4.13 0.090
H -3.48 -2.16 2.52 0.095
H -3.86 0.40 1.80 0.062
H -4.89 0.47 3.21 0.120
H -6.39 -0.05 1.51 0.101
H -6.07 -1.65 2.14 0.114
H -6.10 -1.65 -0.33 0.088
H -4.48 -2.10 0.26 0.096
H -3.93 2.40 0.36 0.096
H -5.40 4.35 0.77 0.112
H -7.79 4.26 0.08 0.099
H -8.67 2.25 -1.06 0.100
H -7.18 0.33 -1.52 0.113
H -1.67 1.68 1.83 0.086
H -2.04 4.03 2.48 0.121
H -2.60 4.58 4.84 0.101
H -2.80 2.77 6.52 0.101
H -2.45 0.40 5.85 0.114
C 3.71 0.80 -1.63 -0.040
C 3.74 -0.70 -1.82 -0.615
C 4.84 -1.31 -0.95 -0.033
C 4.01 -1.01 -3.30 -0.026
O 2.44 -1.20 -1.40 -0.171
Si 1.85 -2.75 -1.28 -0.159
S -0.15 -2.80 -0.83 0.207
O 2.75 -3.58 -0.12 -0.185
C 2.61 -3.83 1.28 -0.668
C 2.17 -2.58 2.03 -0.048
C 3.99 -4.25 1.75 -0.044
C 1.62 -4.97 1.51 -0.051
O 2.30 -3.50 -2.68 -0.159
C 2.40 -4.86 -3.09 -0.666
C 2.34 -4.83 -4.61 -0.039
C 3.73 -5.42 -2.62 -0.033
C 1.24 -5.69 -2.54 -0.050
H 4.66 1.24 -1.95 0.086
H 3.54 1.04 -0.57 0.043
H 2.89 1.25 -2.21 0.074
H 5.81 -0.85 -1.19 0.084
H 4.91 -2.39 -1.10 0.079
H 4.61 -1.13 0.11 0.076
H 4.88 -0.44 -3.64 0.082
H 3.13 -0.73 -3.89 0.079
H 4.18 -2.08 -3.45 0.069
H 2.83 -1.74 1.78 0.064
H 2.21 -2.75 3.11 0.085
H 1.16 -2.30 1.75 0.048
H 4.70 -3.43 1.60 0.079
H 4.34 -5.11 1.16 0.080
H 3.98 -4.53 2.81 0.081
H 0.66 -4.71 1.07 0.040
H 1.50 -5.15 2.59 0.082
H 1.99 -5.90 1.04 0.081
H 3.15 -4.20 -5.00 0.082
H 1.39 -4.41 -4.94 0.092
H 2.46 -5.84 -5.02 0.080
H 4.56 -4.86 -3.06 0.084
H 3.82 -6.48 -2.90 0.082
H 3.80 -5.33 -1.53 0.071
H 0.29 -5.21 -2.78 0.073
H 1.30 -5.75 -1.45 0.069
H 1.27 -6.70 -2.96 0.082
O -3.34 1.61 -2.59 -0.314
As -2.19 2.88 -2.00 0.892
O -2.99 4.29 -1.70 -0.471
O -1.39 2.25 -0.66 -0.762
C -1.16 3.07 -3.64 -0.212
C -1.28 4.30 -4.28 -0.080
C -0.68 4.49 -5.52 -0.078
C 0.03 3.47 -6.13 -0.076
C 0.15 2.22 -5.51 -0.048
C -0.47 2.02 -4.28 -0.235
S -0.13 0.52 -3.38 0.413
O 0.65 -0.34 -4.21 -0.249
O 0.54 1.06 -2.21 -0.582
O -1.44 -0.09 -3.01 -0.607
H -2.58 0.98 -2.68 -0.082
H -1.85 5.08 -3.79 0.097
H -0.78 5.45 -6.02 0.099
H 0.51 3.63 -7.09 0.101
H 0.71 1.41 -5.95 0.113
C 1.19 2.01 4.78 -0.146
C 1.40 0.94 3.70 -0.418
P 2.30 1.41 2.16 0.985
C 3.90 1.93 2.91 -0.443
C 4.95 2.34 1.87 -0.163
C 1.55 3.07 1.81 -0.406
C 1.59 3.48 0.33 -0.149
H 0.58 1.61 5.60 0.063
H 0.68 2.89 4.39 0.057
H 2.15 2.34 5.21 0.061
H 0.44 0.57 3.36 0.014
H 1.94 0.08 4.12 0.072
H 4.26 1.08 3.49 0.074
H 3.72 2.76 3.60 0.061
H 5.21 1.49 1.22 0.054
H 5.86 2.68 2.35 0.062
H 4.58 3.14 1.22 0.057
H 2.03 3.83 2.43 0.074
H 0.50 3.00 2.12 0.049
H 2.61 3.57 -0.05 0.057
H 1.08 4.44 0.19 0.072
H 1.07 2.75 -0.30 0.031

4.
118
Properties=species:S:1:pos:R:3:mulliken_spin:R:1 method="wB97M-V/def2-TZVPD" s2=0.7766 largest_force_ev_per_a=1.24 spin_multiplicity=2 homo_lumo_gap_ev="4.088 / 6.312" e_above_lowest_kj_mol=190.1 homo_energy_ev="-1.92 / -4.15" charge=-1
Hg 0.46 -0.68 0.31 0.014
C -2.52 1.23 3.17 -0.007
C -1.71 0.19 2.42 0.144
N -0.46 0.43 2.07 0.215
N 0.09 1.61 2.40 -0.079
C 1.30 1.85 1.91 0.069
O 1.99 1.07 1.19 0.049
C 1.78 3.21 2.22 -0.005
C 2.87 3.74 1.53 0.031
C 3.28 5.04 1.76 -0.019
C 2.62 5.83 2.70 0.033
C 1.56 5.29 3.42 -0.016
C 1.14 4.00 3.18 0.031
C -2.28 -1.06 2.05 0.137
C -3.64 -1.37 2.23 0.019
C -4.13 -2.59 1.84 0.034
C -3.25 -3.52 1.26 0.166
C -1.92 -3.15 1.12 -0.080
N -1.43 -1.98 1.49 0.130
H -1.85 2.05 3.43 0.003
H -2.94 0.80 4.08 0.004
H -3.33 1.62 2.56 0.010
H 3.37 3.13 0.79 0.003
H 4.11 5.46 1.20 -0.001
H 2.94 6.85 2.88 0.004
H 1.05 5.89 4.16 -0.001
H 0.31 3.57 3.72 0.006
H -4.30 -0.63 2.66 0.025
H -5.17 -2.83 1.96 0.008
H -3.59 -4.49 0.94 0.019
H -1.20 -3.83 0.68 -0.004
C 2.43 -3.60 -3.60 0.001
Si 0.63 -3.97 -4.08 -0.002
C 0.35 -5.83 -3.72 0.000
C 0.42 -3.74 -5.97 0.000
C -0.76 -3.03 -3.20 -0.021
C -2.06 -3.47 -3.34 -0.002
C -3.10 -2.88 -2.62 0.011
C -2.77 -1.90 -1.71 0.003
N -1.55 -1.43 -1.57 0.004
C -0.57 -1.94 -2.33 0.028
S 0.94 -1.11 -2.21 0.029
H 3.11 -4.29 -4.09 0.000
H 2.56 -3.69 -2.53 0.000
H 2.71 -2.59 -3.87 0.000
H 1.03 -6.45 -4.31 0.000
H -0.66 -6.15 -3.97 0.000
H 0.51 -6.07 -2.68 0.000
H 1.10 -4.39 -6.51 0.000
H 0.63 -2.72 -6.27 0.000
H -0.59 -3.98 -6.29 0.000
H -2.28 -4.28 -4.02 0.001
H -4.12 -3.20 -2.76 0.000
H -3.52 -1.45 -1.06 0.002
I 1.21 4.34 -2.44 0.001
C 0.69 2.43 -1.63 0.005
H 1.06 2.44 -0.61 -0.001
H 1.23 1.69 -2.20 0.000
C -1.26 4.49 -5.94 0.000
C -1.91 3.63 -4.87 0.000
C -1.25 2.26 -4.76 -0.001
C -1.72 1.45 -3.56 0.000
Ge -1.28 2.16 -1.74 -0.022
C -2.16 3.81 -1.00 0.001
C -3.62 3.61 -0.65 0.001
C -4.50 3.49 -1.89 -0.001
C -5.96 3.29 -1.50 0.001
H -1.74 5.47 -6.00 0.000
H -1.34 4.02 -6.92 0.000
H -0.21 4.64 -5.72 0.000
H -2.98 3.51 -5.09 0.000
H -1.83 4.14 -3.91 0.000
H -0.16 2.40 -4.69 0.000
H -1.44 1.69 -5.67 0.000
H -1.26 0.47 -3.60 0.001
H -2.80 1.28 -3.63 0.000
H -1.68 1.10 -0.73 0.014
H -2.05 4.69 -1.64 0.000
H -1.60 4.03 -0.08 0.000
H -3.98 4.45 -0.04 0.000
H -3.72 2.70 -0.06 0.001
H -4.17 2.64 -2.48 0.000
H -4.40 4.39 -2.50 0.000
H -6.07 2.39 -0.89 0.000
H -6.60 3.18 -2.38 0.000
H -6.32 4.14 -0.92 0.000
C 6.74 -3.70 5.14 0.000
C 7.00 -2.98 3.81 0.000
C 5.74 -2.80 2.97 0.000
C 4.76 -1.77 3.55 0.001
N 3.59 -1.65 2.70 -0.003
C 2.54 -2.49 2.60 0.007
S 1.90 -2.82 1.08 -0.007
N 1.94 -3.08 3.66 0.005
C 2.54 -3.74 4.81 0.001
C 1.74 -4.99 5.19 -0.001
C 1.93 -6.16 4.23 0.000
C 1.28 -5.98 2.86 -0.002
H 7.69 -3.93 5.63 0.000
H 6.22 -4.64 4.96 0.000
H 6.15 -3.09 5.81 0.000
H 7.73 -3.57 3.24 0.000
H 7.45 -2.01 4.01 0.000
H 5.23 -3.76 2.85 0.000
H 6.03 -2.47 1.97 0.000
H 5.24 -0.79 3.59 0.000
H 4.45 -2.05 4.55 0.000
H 3.76 -1.16 1.83 0.001
H 1.04 -3.45 3.40 -0.002
H 2.55 -3.05 5.67 0.000
H 3.56 -4.03 4.58 0.000
H 0.68 -4.73 5.26 0.000
H 2.07 -5.30 6.18 0.000
H 1.49 -7.05 4.70 0.000
H 3.00 -6.36 4.10 0.000
H 0.24 -5.67 2.96 0.002
H 1.29 -6.93 2.32 0.000
H 1.80 -5.25 2.25 0.000